No. 1
C41H40N3O3ReS as an isolated structure, computed with wB97M-V/def2-TZVPD.

Summary:
E_HOMO (spin up / spin down) ... -8.55 / -9.19 eV
HOMO-LUMO gap (spin up / spin down) ... 5.275 / 5.976 eV
Charge ... +1
LUMO energy (spin up / spin down) ... -3.273 / -3.213 eV
Spin multiplicity ... 2

Each line ends with the Löwdin spin population.
Positions of all 89 atoms, in Å:
1 Re 0.51 0.34 -0.29  0.5727
2 O -0.46 0.69 1.29  0.0548
3 C 0.26 1.48 2.08  0.0071
4 C 1.52 0.67 2.61  0.0030
5 C 2.50 -0.03 1.68  0.0332
6 C 3.57 -0.75 2.22  0.0000
7 C 4.33 -1.56 1.38  0.0316
8 C 3.97 -1.68 0.04  -0.0003
9 C 2.90 -0.93 -0.43  0.0348
10 C 2.32 -1.09 -1.81  0.0245
11 C 0.96 -1.90 -1.90  0.0074
12 O 0.03 -1.25 -1.21  -0.0023
13 C 0.42 -2.02 -3.36  0.0003
14 C 1.00 -1.35 -4.46  -0.0007
15 C 0.49 -1.51 -5.76  0.0000
16 C -0.61 -2.33 -5.99  -0.0002
17 C -1.22 -2.98 -4.92  0.0000
18 C -0.71 -2.83 -3.63  0.0001
19 C 1.25 -3.32 -1.32  0.0000
20 C 0.90 -3.68 0.00  -0.0002
21 C 1.21 -4.93 0.53  0.0001
22 C 1.89 -5.87 -0.25  0.0000
23 C 2.26 -5.54 -1.56  0.0001
24 C 1.95 -4.28 -2.08  0.0001
25 N 2.25 -0.06 0.37  0.0222
26 C -0.70 1.90 3.26  0.0021
27 C -0.38 1.74 4.62  -0.0001
28 C -1.25 2.15 5.63  0.0002
29 C -2.47 2.74 5.31  -0.0004
30 C -2.82 2.92 3.97  0.0002
31 C -1.94 2.51 2.96  -0.0002
32 C 0.76 2.76 1.33  -0.0039
33 C 1.15 3.91 2.05  0.0015
34 C 1.60 5.06 1.39  -0.0079
35 C 1.70 5.08 0.00  0.0007
36 C 1.34 3.95 -0.73  -0.0073
37 C 0.88 2.81 -0.07  -0.0027
38 H 1.15 -0.13 3.27  0.0012
39 H 2.12 1.34 3.24  0.0005
40 H 3.76 -0.71 3.28  -0.0005
41 H 5.14 -2.16 1.78  0.0019
42 H 4.47 -2.38 -0.62  -0.0002
43 H 3.08 -1.55 -2.46  0.0038
44 H 2.18 -0.07 -2.21  0.0054
45 H 1.84 -0.69 -4.31  -0.0001
46 H 0.95 -0.97 -6.58  0.0000
47 H -1.01 -2.44 -6.99  0.0000
48 H -2.10 -3.60 -5.07  0.0000
49 H -1.20 -3.31 -2.78  0.0000
50 H 0.39 -2.94 0.62  0.0000
51 H 0.93 -5.16 1.55  0.0000
52 H 2.14 -6.84 0.16  0.0000
53 H 2.80 -6.25 -2.17  0.0000
54 H 2.25 -4.03 -3.09  0.0001
55 H 0.56 1.28 4.91  0.0001
56 H -0.98 1.99 6.67  0.0000
57 H -3.16 3.04 6.09  0.0000
58 H -3.77 3.36 3.70  0.0000
59 H -2.22 2.64 1.92  -0.0001
60 H 1.08 3.91 3.13  0.0003
61 H 1.88 5.93 1.98  -0.0005
62 H 2.05 5.97 -0.51  0.0002
63 H 1.42 3.93 -1.81  -0.0003
64 H 0.62 1.91 -0.65  0.0041
65 S 0.01 1.19 -2.47  0.0217
66 C -1.55 1.61 -2.01  0.0502
67 N -2.54 0.66 -2.18  0.0427
68 C -3.84 0.88 -1.85  0.0061
69 C -4.22 2.05 -1.34  0.0307
70 C -3.13 3.02 -1.18  0.0115
71 N -1.89 2.83 -1.49  0.0112
72 H -2.24 -0.23 -2.57  0.0005
73 H -4.54 0.06 -2.03  -0.0002
74 H -5.23 2.30 -1.05  0.0018
75 H -3.43 3.99 -0.75  -0.0002
76 C -2.50 -1.04 1.54  0.0011
77 C -2.22 0.42 1.82  0.0031
78 C -1.98 0.97 0.44  0.0035
79 O -1.40 -0.09 -0.33  0.0177
80 C -1.53 -1.31 0.40  0.0078
81 H -3.53 -1.16 1.19  0.0001
82 H -2.34 -1.69 2.40  0.0001
83 H -1.31 0.51 2.43  0.0002
84 H -3.04 0.92 2.35  -0.0002
85 H -1.31 1.84 0.44  0.0004
86 H -2.92 1.26 -0.05  0.0013
87 H -0.54 -1.59 0.78  0.0029
88 H -1.89 -2.11 -0.26  0.0013
89 H 1.44 1.79 -0.21  -0.0016

=====

No. 2
C15H20Hg2NO7 as an isolated structure, computed with wB97M-V/def2-TZVPD.

Summary:
E_HOMO ... -15.18 eV
HOMO-LUMO gap ... 0.887 eV
Charge ... +3
LUMO energy ... -14.293 eV

Each line ends with the Mulliken charge.
Positions of all 45 atoms, in Å:
1 Hg 3.04 -2.25 4.47  0.5078
2 Hg 1.49 1.07 -0.37  0.4757
3 C -0.04 3.12 5.41  -0.3488
4 O 0.50 2.26 4.45  -0.1136
5 H -0.77 2.64 6.06  0.2863
6 H 0.76 3.60 5.97  0.2847
7 H -0.63 3.97 5.07  0.3210
8 C -2.55 12.11 4.62  -0.2346
9 C -3.55 11.15 4.97  -0.3956
10 C -4.77 11.66 5.32  -0.1876
11 C -5.02 13.02 5.41  0.2250
12 C -4.04 13.96 5.07  -0.0429
13 C -2.77 13.48 4.59  -0.5986
14 N -6.38 13.52 5.74  0.9452
15 O -6.63 14.73 5.60  -0.4903
16 O -7.22 12.76 6.07  -0.5103
17 H -1.55 11.72 4.57  0.3527
18 H -3.36 10.09 4.93  0.4181
19 H -5.65 11.06 5.46  0.4448
20 H -4.26 15.01 5.25  0.4762
21 H -1.95 14.18 4.54  0.3821
22 O 6.80 0.61 7.81  -0.4656
23 C 7.55 1.43 8.27  0.5884
24 O 8.71 1.02 8.80  -0.2944
25 C 9.36 2.17 9.39  -0.4052
26 C 8.84 3.32 8.51  -0.4978
27 C 7.38 2.86 8.27  -0.3157
28 H 10.44 2.04 9.28  0.3321
29 H 9.21 2.35 10.45  0.2631
30 H 9.43 3.23 7.59  0.2956
31 H 8.79 4.30 8.97  0.3224
32 H 7.02 3.24 7.31  0.2647
33 H 6.71 3.27 9.03  0.2944
34 O -2.00 -3.88 7.20  -0.4860
35 C -3.13 -4.13 7.68  0.6109
36 O -3.33 -4.71 8.78  -0.2512
37 C -4.72 -4.76 9.16  -0.3267
38 C -5.45 -4.46 7.81  -0.5330
39 C -4.51 -3.68 7.07  -0.3969
40 H -5.12 -4.07 9.90  0.2823
41 H -5.16 -5.72 9.41  0.3200
42 H -6.31 -3.83 8.02  0.2979
43 H -5.80 -5.41 7.39  0.3122
44 H -4.69 -2.62 7.24  0.2750
45 H -4.56 -3.80 5.99  0.3159

=====

No. 3
A 3-piece molecular cluster, C4H15NO3 overall, computed with wB97M-V/def2-TZVPD.

Summary:
E_HOMO ... -8.94 eV
HOMO-LUMO gap ... 9.486 eV
LUMO energy ... 0.546 eV

Each line ends with the Mulliken charge.
Positions of all 23 atoms, in Å:
1 C 1.87 -2.08 -1.00  -0.9206
2 N 1.39 -0.71 -1.34  -0.1180
3 C 2.56 0.27 -1.35  -1.0807
4 C 0.39 -0.27 -0.34  -0.6108
5 C -0.72 0.64 -0.94  -0.5469
6 O -1.72 0.84 0.08  -0.4511
7 H 0.97 -2.54 -0.64  0.3389
8 H 2.18 -2.51 -1.87  0.3625
9 H 2.59 -2.16 -0.13  0.2685
10 H 3.21 0.22 -0.57  0.4466
11 H 2.22 1.33 -1.27  0.3237
12 H 2.91 0.22 -2.41  0.3468
13 H 0.81 0.30 0.50  0.1871
14 H -0.20 -1.08 0.04  0.5576
15 H -1.07 0.32 -1.95  0.2811
16 H -0.33 1.58 -1.06  0.2941
17 H -1.85 0.02 0.52  0.3624
18 O -2.67 2.59 2.72  -0.6444
19 H -2.06 3.25 2.57  0.2924
20 H -2.64 2.04 1.86  0.3578
21 O -2.43 -1.00 1.87  -0.7373
22 H -2.00 -0.50 2.68  0.3528
23 H -3.40 -0.75 2.02  0.3376

=====

No. 4
C38H32ClFN2O3PtS2 as an isolated structure, computed with wB97M-V/def2-TZVPD.

Summary:
E_HOMO (spin up / spin down) ... -12.09 / -13.36 eV
HOMO-LUMO gap (spin up / spin down) ... 6.232 / 4.959 eV
Charge ... +2
LUMO energy (spin up / spin down) ... -5.853 / -8.398 eV
Spin multiplicity ... 5

Each line ends with the Löwdin spin population.
Positions of all 80 atoms, in Å:
1 Pt -0.34 0.26 0.10  0.6299
2 Cl 2.58 -1.76 6.42  0.1267
3 C 1.60 -1.31 5.13  0.2351
4 C 0.23 -1.43 5.23  0.0672
5 C -0.51 -1.08 4.13  0.1780
6 C 0.07 -0.61 2.90  0.1332
7 O -0.76 -0.42 1.96  0.2761
8 C 1.52 -0.42 2.84  0.0921
9 C 2.28 0.12 1.75  0.4689
10 N 1.72 0.56 0.55  0.2845
11 C 2.39 1.01 -0.44  0.1761
12 C 3.84 1.20 -0.47  0.2357
13 C 4.43 1.79 -1.55  0.0241
14 C 3.66 2.22 -2.65  0.3557
15 C 2.23 2.02 -2.69  0.0340
16 C 1.44 2.44 -3.76  0.0491
17 C 0.09 2.16 -3.75  0.0079
18 C -0.46 1.49 -2.67  0.0475
19 N 0.28 1.13 -1.62  0.0232
20 C 1.60 1.39 -1.63  0.0618
21 C 2.23 -0.80 3.94  0.2030
22 H -0.23 -1.78 6.14  -0.0003
23 H -1.60 -1.16 4.15  0.0049
24 H 3.35 0.18 1.90  0.0240
25 H 4.45 0.89 0.37  0.0120
26 H 5.50 1.92 -1.57  -0.0044
27 H 4.14 2.70 -3.49  0.0155
28 H 1.89 2.97 -4.59  0.0010
29 H -0.56 2.47 -4.56  -0.0007
30 H -1.50 1.24 -2.63  0.0027
31 H 3.31 -0.70 3.93  0.0031
32 O -1.75 -1.23 -0.11  0.1082
33 S -3.19 -1.29 0.42  0.0119
34 C -3.59 -3.04 0.72  0.0126
35 C -2.77 -4.05 -0.11  0.0010
36 C -1.66 -4.66 0.74  -0.0001
37 C -0.56 -3.66 1.05  0.0012
38 S 0.77 -3.37 -0.15  0.0062
39 O 0.86 -1.85 -0.26  0.0240
40 C 0.10 -3.90 -1.69  0.0009
41 C -0.35 -2.97 -2.61  0.0002
42 C -0.86 -3.41 -3.82  0.0001
43 C -0.92 -4.78 -4.10  0.0000
44 C -0.43 -5.70 -3.18  0.0002
45 C 0.10 -5.26 -1.98  0.0003
46 C -4.23 -1.00 -1.00  -0.0008
47 C -5.61 -0.89 -0.81  -0.0003
48 C -6.42 -0.63 -1.91  0.0002
49 C -5.85 -0.47 -3.17  -0.0002
50 C -4.48 -0.58 -3.34  0.0002
51 C -3.65 -0.83 -2.24  -0.0003
52 H -4.66 -3.11 0.51  0.0016
53 H -3.45 -3.18 1.79  0.0002
54 H -2.36 -3.55 -0.99  0.0003
55 H -3.43 -4.83 -0.48  0.0001
56 H -1.27 -5.57 0.27  0.0000
57 H -2.08 -4.98 1.69  0.0000
58 H -0.01 -3.92 1.95  0.0008
59 H -0.99 -2.66 1.16  -0.0001
60 H -0.29 -1.92 -2.37  0.0001
61 H -1.22 -2.70 -4.56  0.0000
62 H -1.32 -5.12 -5.05  0.0000
63 H -0.44 -6.76 -3.42  0.0000
64 H 0.54 -5.97 -1.28  0.0001
65 H -6.05 -1.01 0.18  -0.0001
66 H -7.49 -0.55 -1.78  0.0000
67 H -6.49 -0.26 -4.02  0.0000
68 H -4.04 -0.47 -4.33  0.0000
69 H -2.57 -0.90 -2.35  0.0000
70 F -4.72 4.48 0.84  -0.0005
71 C -3.78 3.54 0.68  -0.0015
72 C -3.88 2.67 -0.39  0.0035
73 C -2.90 1.70 -0.57  0.0095
74 C -1.84 1.61 0.33  0.0446
75 C -1.77 2.49 1.40  0.0041
76 C -2.74 3.46 1.58  0.0019
77 H -4.71 2.77 -1.08  0.0006
78 H -3.01 0.99 -1.38  0.0005
79 H -0.95 2.43 2.11  0.0011
80 H -2.71 4.15 2.42  0.0002

=====

E (eV)
-66721.061 -40007.811 -12021.933 -89186.153